# 1
Molecular formula: C2H2N2O2
Method: DFT, the ωB97M-V functional and the def2-TZVPD basis

```
8
Properties=species:S:1:pos:R:3:forces:R:3:lowdin_charge:R:1
C 0.1563 0.7515 -0.1824 0.9 -1.2 0.2 -0.57
C 0.2622 -1.3319 -0.2692 -3.6 -2.5 0.3 -0.12
H 0.0305 -2.4227 -0.2678 2.1 0.4 -1.5 0.16
H -0.5095 0.5147 1.7290 0.3 1.1 3.7 0.11
N 0.7471 -0.3283 -0.8584 0.3 -2.3 0.2 0.20
N -0.6259 0.2410 0.8371 -2.0 0.8 -3.5 0.10
O 0.4222 1.8513 -0.4724 -0.1 3.1 0.1 0.14
O -0.7822 -1.1011 0.6471 2.1 0.6 0.5 -0.02
```
Forces are in eV/Å.

Summary:
LUMO = 0.4 eV
Relative energy (zero: lowest compared OMol25 entry of this formula, charge and spin) = 286.6 kJ/mol
HOMO = -0.3803 hartree
Frontier orbital gap = 10.74 eV

=====

# 2
Molecular formula: C2H2N2O2
Method: DFT, the ωB97M-V functional and the def2-TZVPD basis

```
8
Properties=species:S:1:pos:R:3:forces:R:3:lowdin_charge:R:1
O -0.4486 2.1825 0.4285 0.2 -0.2 -0.1 0.20
C 0.1573 1.0762 0.7547 0.4 -0.2 0.2 -0.70
N 1.0850 0.2726 0.4354 -0.3 0.4 0.0 0.28
O -0.0222 0.3358 1.7828 -0.1 0.0 0.0 0.11
C -0.2313 -2.1449 -0.9793 -0.4 -0.2 -0.8 -0.10
N -0.7518 -2.4381 -1.9661 0.5 0.3 0.9 0.04
H -0.0482 2.5428 -0.3776 -0.1 0.0 0.0 0.15
H 0.2597 -1.8269 -0.0784 -0.1 -0.1 -0.2 0.02
```
Forces are in eV/Å.

Summary:
LUMO = -0.9 eV
Relative energy (zero: lowest compared OMol25 entry of this formula, charge and spin) = 432.8 kJ/mol
HOMO = -0.3922 hartree
Frontier orbital gap = 9.80 eV

=====

# 3
Molecular formula: C2H2N2O2
Method: DFT, the ωB97M-V functional and the def2-TZVPD basis

```
8
Properties=species:S:1:pos:R:3:forces:R:3:lowdin_charge:R:1
O 2.0577 -0.1797 0.0332 0.4 0.2 0.2 0.08
C 0.5725 -0.1768 -0.0896 0.0 -0.4 0.0 -0.47
N 0.9651 -1.3881 -0.1856 -0.4 0.4 0.0 0.30
O -1.9369 -0.6729 -0.3180 0.1 0.5 0.0 0.04
C -1.5352 0.4656 -0.1941 -0.3 -0.4 0.0 -0.34
N -0.1943 0.8287 -0.0460 0.1 -0.3 0.0 0.13
H 2.2797 -0.2102 0.9835 -0.1 0.0 -0.2 0.15
H -2.2085 1.3334 -0.1834 0.0 -0.1 0.0 0.12
```
Forces are in eV/Å.

Summary:
LUMO = -0.3 eV
Relative energy (zero: lowest compared OMol25 entry of this formula, charge and spin) = 439.0 kJ/mol
HOMO = -0.3797 hartree
Frontier orbital gap = 9.99 eV

=====

# 4
Molecular formula: C2H2N2O2
Method: DFT, the ωB97M-V functional and the def2-TZVPD basis

```
8
Properties=species:S:1:pos:R:3:forces:R:3:lowdin_charge:R:1
C 1.5605 0.3137 -0.0053 -5.7 -3.8 0.8 -0.09
C -0.0131 -0.6569 0.1971 5.7 2.2 -0.4 0.06
N 2.2447 1.0315 -0.5502 1.9 1.5 -0.8 0.09
N -1.0112 0.3292 0.0304 -0.9 0.4 0.0 -0.48
O -1.2318 0.5482 -1.1275 -0.8 0.9 -1.2 0.11
O -1.5703 0.7899 0.9859 -0.3 0.5 0.8 0.12
H -0.0811 -1.2567 -0.6598 0.4 -1.1 -0.8 0.10
H 0.1022 -1.0989 1.1294 -0.3 -0.7 1.6 0.09
```
Forces are in eV/Å.

Summary:
LUMO = -1.3 eV
Relative energy (zero: lowest compared OMol25 entry of this formula, charge and spin) = 541.5 kJ/mol
HOMO = -0.4469 hartree
Frontier orbital gap = 10.84 eV

=====

# 5
Molecular formula: C2H2N2O2S
Method: DFT, the ωB97M-V functional and the def2-TZVPD basis

```
9
Properties=species:S:1:pos:R:3:forces:R:3:lowdin_charge:R:1
C -1.1072 0.3417 0.4912 1.5 -1.5 -1.0 -0.07
C -1.1976 -0.9002 -0.2937 -1.0 -0.5 -0.4 -0.22
N 0.0561 0.7179 0.7972 1.4 1.4 0.3 0.00
N 1.1291 0.0689 0.4804 1.3 -1.5 0.6 -0.40
O 2.6973 1.3036 -1.0521 0.3 0.1 -0.3 -0.51
O -2.1483 -1.6016 -0.5332 0.3 0.6 0.2 0.08
S 2.4899 0.1842 -0.1621 -0.7 0.6 0.0 0.93
H -1.7336 1.0201 0.8902 -3.3 1.4 1.0 0.09
H -0.1858 -1.1345 -0.6178 0.2 -0.6 -0.4 0.10
```
Forces are in eV/Å.

Summary:
LUMO = -1.2 eV
Relative energy (zero: lowest compared OMol25 entry of this formula, charge and spin) = 302.2 kJ/mol
HOMO = -0.3591 hartree
Frontier orbital gap = 8.59 eV

=====

# 6
Molecular formula: C2H2N2O2S
Method: DFT, the ωB97M-V functional and the def2-TZVPD basis

```
9
Properties=species:S:1:pos:R:3:forces:R:3:lowdin_charge:R:1
C -1.9591 -0.7084 -0.3303 2.3 3.0 1.6 -0.26
C -1.1854 0.2874 0.3101 0.2 -2.0 0.0 0.11
N -2.4184 -1.6100 -0.8235 -1.9 -2.9 -1.7 0.19
N 1.0589 -0.7028 0.8720 0.2 0.6 -0.7 -0.14
O 3.2822 0.0889 -0.3836 -1.6 -0.4 1.1 -0.29
O 1.1585 1.2613 -0.7238 1.0 0.0 0.0 -0.35
S 1.8772 0.2061 -0.0385 0.1 0.3 -1.0 0.65
H -0.5119 0.8935 -0.2423 -0.3 0.8 -0.2 0.00
H -1.3020 0.2839 1.3599 -0.1 0.7 0.9 0.07
```
Forces are in eV/Å.

Summary:
LUMO (spin up / spin down) = -2.3 / -3.4 eV
Relative energy (zero: lowest compared OMol25 entry of this formula, charge and spin) = 541.1 kJ/mol
HOMO (spin up / spin down) = -0.4286 / -0.3744 hartree
Frontier orbital gap (spin up / spin down) = 9.34 / 6.75 eV

=====

- What is the relative energy (zero: lowest compared OMol25 entry of this formula, charge and spin) in the sixth record?
  541.1 kJ/mol

=====

- Which value of relative energy (zero: lowest compared OMol25 entry of this formula, charge and spin) does entry 2 give?
  432.8 kJ/mol

=====

- Look up the relative energy (zero: lowest compared OMol25 entry of this formula, charge and spin) of the third one.
  439.0 kJ/mol